No. 1
The following is a quantum chemistry calculation of a 3-piece molecular cluster, C19H39FO7 overall, from the Open Molecules 2025 dataset.

Its molecular weight is 398.51 g mol⁻¹. For the energy, the calculation gives -1373.813698 a.u. As for the SMILES: CC[C@H](F)[C@@H](OC)[C@@H](CCCOC)OC.CCOC(C)=O.CCOC(C)=O.

Element x y z (Å)
C (-1.69257, -0.79792, 2.97440)
C (-2.02895, -1.98293, 2.04803)
C (-1.84025, -1.69584, 0.55138)
F (-3.07021, -1.72696, -0.10629)
C (-0.87595, -2.64081, -0.20975)
O (-1.54928, -3.63677, -0.92417)
C (-2.24865, -4.57594, -0.13223)
C (-0.03187, -1.81413, -1.22174)
C (1.21355, -1.20673, -0.55444)
C (1.11450, 0.30994, -0.33968)
C (0.98499, 1.09389, -1.65925)
O (-0.23625, 1.80794, -1.76196)
C (-1.22423, 1.25145, -2.59875)
O (0.25368, -2.52271, -2.40491)
C (1.15030, -3.60177, -2.24473)
H (-2.59581, -0.40819, 3.43659)
H (-1.20887, 0.01743, 2.43603)
H (-1.02296, -1.12783, 3.76373)
H (-3.05245, -2.32277, 2.20189)
H (-1.38729, -2.82635, 2.30831)
H (-1.48266, -0.66799, 0.45534)
H (-0.18971, -3.09073, 0.52009)
H (-3.31321, -4.53101, -0.36424)
H (-1.88509, -5.58226, -0.34912)
H (-2.13412, -4.40001, 0.93769)
H (-0.66060, -0.98478, -1.54723)
H (2.08707, -1.37491, -1.18662)
H (1.43385, -1.68842, 0.40194)
H (0.26703, 0.57441, 0.29391)
H (2.01116, 0.64368, 0.18588)
H (1.12717, 0.42168, -2.51016)
H (1.78601, 1.83240, -1.71213)
H (-0.84409, 0.44692, -3.23314)
H (-2.05081, 0.84696, -2.00750)
H (-1.63520, 2.02427, -3.25189)
H (1.02876, -4.09850, -1.28099)
H (2.18907, -3.28423, -2.37113)
H (0.92746, -4.32860, -3.02433)
C (0.73450, 1.36347, -6.01508)
C (1.16189, 2.45163, -5.05204)
O (2.45694, 2.19602, -4.49982)
C (3.60230, 2.57561, -5.09990)
C (3.56202, 3.07328, -6.52659)
O (4.63228, 2.45683, -4.49789)
H (1.38941, 1.31403, -6.88547)
H (-0.28349, 1.54380, -6.36193)
H (0.76652, 0.39194, -5.52087)
H (1.12035, 3.44315, -5.50468)
H (0.49223, 2.46869, -4.19527)
H (3.69279, 2.22186, -7.19360)
H (4.39623, 3.75488, -6.66791)
H (2.64596, 3.59402, -6.79346)
C (0.19944, 2.96936, 6.10555)
C (-1.25221, 2.66477, 6.40980)
O (-1.64037, 1.37334, 5.93327)
C (-1.47497, 0.24378, 6.65045)
C (-0.63111, 0.27588, 7.90368)
O (-1.95693, -0.77130, 6.23234)
H (0.87130, 2.28154, 6.61938)
H (0.44572, 3.98475, 6.41672)
H (0.38482, 2.87858, 5.03547)
H (-1.48094, 2.76793, 7.47120)
H (-1.89977, 3.35925, 5.87743)
H (0.40111, 0.05776, 7.63157)
H (-0.98675, -0.50698, 8.56780)
H (-0.66274, 1.22027, 8.44099)

***

No. 2
The following is a quantum chemistry calculation of a 3-piece molecular cluster, C6H9N3OS overall at a distorted geometry, from the Open Molecules 2025 dataset.

Its molecular weight is 171.23 g mol⁻¹. The value obtained for the energy above the lowest of the compared OMol25 structures with the same formula, charge and spin is 208.70 kJ/mol. For the energy, the calculation gives -871.627475 a.u.

Element x y z (Å)
C (-1.96338, 2.33474, 3.44681)
C (-1.53056, 1.32360, 4.29217)
C (-1.60669, 2.20848, 2.11085)
C (-0.53246, 0.28519, 2.56184)
C (-0.35706, 1.00184, -3.40704)
C (2.30443, -3.99827, -3.10333)
N (-0.81563, 0.29961, 3.85058)
N (-0.89562, 1.18583, 1.66545)
N (3.40281, -4.40941, -3.53146)
O (1.37206, 1.08954, -1.56209)
S (0.06451, 1.60710, -1.95429)
H (-2.54424, 3.16707, 3.80727)
H (-1.75553, 1.32212, 5.35057)
H (-1.89655, 2.94449, 1.37132)
H (0.27063, 0.31475, -3.94618)
H (-1.29428, 1.29693, -3.83472)
H (1.46425, -4.68348, -3.12880)
H (2.09289, -3.00237, -2.69917)
H (0.05068, -0.55001, 2.20134)
H (4.16972, -3.73774, -3.49113)

***

No. 3
The following is a quantum chemistry calculation of C4H2ClNO2 in the gas phase at a distorted geometry, from the Open Molecules 2025 dataset.

Its molecular weight is 131.52 g mol⁻¹. The value obtained for the energy above the lowest of the compared OMol25 structures with the same formula, charge and spin is 178.22 kJ/mol. For the energy, the calculation gives -818.977785 a.u. As for the SMILES: O=Cc1oncc1Cl.

Element x y z (Å)
O (-0.77856, -2.10645, -1.81944)
C (-0.82701, -0.99657, -1.42107)
C (-0.13184, -0.51519, -0.16759)
O (0.26962, -1.48927, 0.67946)
N (0.86686, -0.94868, 1.76683)
C (0.83213, 0.32511, 1.60462)
C (0.20484, 0.66778, 0.35544)
Cl (-0.13927, 2.21517, -0.34838)
H (-1.37313, -0.11229, -1.92589)
H (1.27547, 0.97424, 2.37196)

***

No. 4
The following is a quantum chemistry calculation of a 7-piece molecular cluster, C46H59BrClF18N3O13S overall at a distorted geometry, from the Open Molecules 2025 dataset.

Its molecular weight is 1351.37 g mol⁻¹. For the energy, the calculation gives -8159.908308 a.u. As for the SMILES: CNCc1cc(CCO)c(C[C@@H](C)Br)c2c1Nc1c(ccc(N)c1C[C@H](C)Cl)S2.CCOC(=O)C(F)(F)F.CCOC(=O)C(F)(F)F.CCOC(=O)C(F)(F)F.CCOC(=O)C(F)(F)F.CCOC(=O)C(F)(F)F.CCOC(=O)C(F)(F)F.

Element x y z (Å)
C (-4.77765, 0.76604, -1.97057)
N (-4.22042, 0.07305, -3.19982)
C (-2.92908, -0.64803, -2.88205)
C (-3.11815, -1.66316, -1.60270)
C (-4.47185, -2.64342, -1.62362)
C (-4.81682, -3.73646, -0.43365)
C (-6.12304, -4.73763, -0.40717)
C (-5.69021, -6.18874, -1.11252)
O (-4.90580, -7.05761, -0.22059)
C (-3.74595, -3.84840, 0.81376)
C (-3.94499, -4.88721, 2.10877)
C (-4.39217, -3.89304, 3.37335)
C (-5.42000, -2.68408, 2.89041)
Br (-5.27511, -4.97182, 4.83239)
C (-2.39869, -2.89236, 0.81423)
C (-2.03259, -1.76914, -0.33474)
N (-0.82937, -0.85254, -0.33552)
C (0.44248, -1.54535, 0.10069)
C (0.51882, -2.68324, 1.32405)
C (1.89820, -3.46212, 1.75487)
C (3.27613, -3.05035, 0.95892)
C (3.21256, -1.88427, -0.23477)
N (4.55899, -1.54637, -0.87585)
C (1.83927, -1.12021, -0.71526)
C (1.72234, 0.03285, -1.87673)
C (2.70466, -0.18407, -3.17187)
C (3.99430, 0.85989, -2.98624)
Cl (1.89428, 0.29738, -4.81014)
S (-1.12375, -3.05017, 2.22891)
H (-5.33505, 0.04711, -1.21966)
H (-3.90968, 1.27630, -1.34042)
H (-5.57445, 1.54903, -2.36487)
H (-4.90075, -0.65777, -3.54702)
H (-2.58523, -1.33410, -3.79479)
H (-2.07590, 0.14794, -2.73829)
H (-5.22007, -2.58487, -2.52173)
H (-6.47672, -4.90113, 0.71900)
H (-7.01104, -4.26881, -1.05172)
H (-5.04390, -6.01364, -2.08907)
H (-6.71322, -6.75445, -1.33655)
H (-4.08066, -7.42169, -0.67781)
H (-2.94414, -5.39858, 2.43476)
H (-4.84015, -5.62998, 1.96328)
H (-3.47747, -3.35434, 3.87753)
H (-6.30079, -3.09364, 2.23706)
H (-4.83524, -1.78169, 2.39386)
H (-5.87130, -2.23931, 3.90026)
H (-0.94885, -0.03848, 0.33041)
H (1.90676, -4.28638, 2.60190)
H (4.30935, -3.55378, 1.21133)
H (5.15366, -2.40174, -0.93882)
H (5.03252, -0.76776, -0.35574)
H (1.91352, 1.07568, -1.32797)
H (0.61582, 0.12957, -2.31443)
H (3.04086, -1.30240, -3.32069)
H (5.00773, 0.23096, -3.03588)
H (4.00154, 1.34722, -1.89678)
H (3.99977, 1.72339, -3.78775)
C (0.26636, 1.08526, -8.36321)
C (1.69254, 1.60295, -8.38421)
O (2.22445, 1.54823, -9.71665)
C (1.93079, 2.61347, -10.52900)
O (1.25516, 3.57629, -10.17686)
C (2.59573, 2.44737, -11.89525)
F (2.48863, 1.17801, -12.38472)
F (3.93046, 2.72581, -11.85271)
F (2.06693, 3.26514, -12.84850)
H (0.21542, 0.07971, -8.79280)
H (-0.11876, 1.05317, -7.34003)
H (-0.39191, 1.72141, -8.96271)
H (2.32509, 0.96092, -7.76259)
H (1.76014, 2.61649, -7.97268)
C (11.11784, -1.96847, -1.69443)
C (9.96478, -2.63004, -0.96284)
O (9.22289, -1.65518, -0.21413)
C (8.25924, -0.96694, -0.90593)
O (8.01474, -1.14284, -2.09622)
C (7.51935, -0.00107, 0.01929)
F (8.35749, 0.67437, 0.85811)
F (6.62067, -0.64452, 0.81879)
F (6.81472, 0.94989, -0.65614)
H (11.74813, -1.41030, -0.99482)
H (11.73170, -2.71565, -2.20545)
H (10.75337, -1.25149, -2.43640)
H (10.35564, -3.35505, -0.24150)
H (9.31282, -3.18031, -1.65083)
C (-8.56356, 0.83926, 5.73491)
C (-7.13738, 1.35696, 5.71391)
O (-6.60547, 1.30223, 4.38147)
C (-6.89914, 2.36748, 3.56912)
O (-7.57477, 3.33030, 3.92126)
C (-6.23420, 2.20138, 2.20287)
F (-6.34129, 0.93202, 1.71340)
F (-4.89946, 2.47981, 2.24541)
F (-6.76300, 3.01914, 1.24963)
H (-8.61451, -0.16629, 5.30532)
H (-8.94869, 0.80718, 6.75809)
H (-9.22184, 1.47542, 5.13541)
H (-6.50484, 0.71493, 6.33554)
H (-7.06979, 2.37050, 6.12544)
C (6.40314, 2.19843, 2.63681)
C (5.48166, 2.32491, 3.83569)
O (6.24558, 2.53304, 5.03336)
C (6.60917, 3.82805, 5.30107)
O (6.31993, 4.78181, 4.58400)
C (7.37285, 3.91007, 6.62261)
F (8.29020, 2.91000, 6.76625)
F (6.54211, 3.82008, 7.70086)
F (8.06098, 5.07713, 6.76916)
H (7.14427, 1.41002, 2.80234)
H (5.83292, 1.96441, 1.73330)
H (6.95776, 3.12638, 2.46732)
H (4.92571, 1.39148, 3.97120)
H (4.74263, 3.12184, 3.69446)
C (-6.67866, 2.88060, -7.74904)
C (-7.40155, 1.59092, -8.09051)
O (-6.51679, 0.46926, -7.94777)
C (-6.39665, -0.04887, -6.68365)
O (-6.99191, 0.39189, -5.70441)
C (-5.46563, -1.26114, -6.68546)
F (-4.34695, -1.06767, -7.44271)
F (-6.07468, -2.37416, -7.18655)
F (-5.02498, -1.59681, -5.44039)
H (-5.77107, 2.98455, -8.35214)
H (-7.32400, 3.74525, -7.92840)
H (-6.36697, 2.89100, -6.70015)
H (-7.71882, 1.61450, -9.13814)
H (-8.30502, 1.46176, -7.48368)
C (4.85719, 3.92705, 9.73116)
C (4.65967, 3.56464, 11.19132)
O (3.26718, 3.62154, 11.53637)
C (2.52964, 2.49870, 11.26044)
O (2.99404, 1.48424, 10.74787)
C (1.08296, 2.67911, 11.71974)
F (0.57891, 3.90865, 11.40911)
F (0.95429, 2.54719, 13.07136)
F (0.23070, 1.77117, 11.16625)
H (4.41192, 4.90297, 9.51305)
H (5.92142, 3.95946, 9.48091)
H (4.36789, 3.20010, 9.07575)
H (5.17418, 4.29556, 11.82359)
H (5.08505, 2.58182, 11.42438)

***

No. 5
The following is a quantum chemistry calculation of an isolated ion of composition C7H21ClN3Si and charge +1 at a distorted geometry, from the Open Molecules 2025 dataset.

The charge is +1. Its multiplicity is 3. Its molecular weight is 210.81 g mol⁻¹. For the energy, the calculation gives -1192.861874 a.u.

Element x y z (Å)
C (2.27722, -1.66771, 1.30861)
C (0.54565, 0.60696, -2.24114)
C (-2.79791, -0.77984, -1.91933)
C (1.80861, -0.47788, 2.07346)
C (0.37988, -0.73431, -1.57594)
C (-1.97974, -1.42722, -0.87637)
C (1.25996, 0.64059, 1.21216)
N (-1.22535, 2.04913, 0.73650)
N (-0.73098, -0.74598, -0.57572)
N (1.29589, 2.05039, 1.65945)
Si (-0.60388, 0.27469, 0.76691)
Cl (-1.76737, -0.25605, 2.28404)
H (1.46440, -2.18422, 0.73820)
H (2.91296, -2.40672, 1.74990)
H (2.89729, -1.31327, 0.52585)
H (1.18420, 1.30457, -1.79200)
H (0.98213, 0.44152, -3.13245)
H (-0.39095, 0.97276, -2.48592)
H (-2.55845, -0.87574, -2.96562)
H (-3.91699, -1.15241, -1.74811)
H (-2.81295, 0.41073, -1.64759)
H (2.67106, 0.03446, 2.54844)
H (1.05653, -0.88683, 2.72410)
H (0.13781, -1.59284, -2.23109)
H (1.24981, -1.02430, -1.03939)
H (-2.52664, -1.52782, -0.00124)
H (-1.81486, -2.58203, -1.09944)
H (1.90696, 0.78976, 0.30539)
H (-1.73039, 2.51485, -0.05298)
H (-1.84114, 2.07423, 1.59574)
H (0.97226, 2.27006, 2.58878)
H (2.17538, 2.49243, 1.61102)
H (-0.48041, 2.70805, 0.95579)

***

No. 6
The following is a quantum chemistry calculation of a 2-piece molecular cluster, C5H11N2 overall at a distorted geometry, from the Open Molecules 2025 dataset.

The charge is +1. Its molecular weight is 99.16 g mol⁻¹. The value obtained for the energy above the lowest of the compared OMol25 structures with the same formula, charge and spin is 283.76 kJ/mol. For the energy, the calculation gives -306.275394 a.u.

Element x y z (Å)
C (3.42864, -0.20493, 0.11408)
C (0.20952, 0.04050, 1.58657)
C (-2.72657, -0.07662, -0.06132)
C (-0.94271, 0.09500, -1.86932)
C (-1.27384, 0.05360, -0.42831)
N (2.55863, -0.18054, 1.01839)
N (-0.58064, 0.03408, 0.63017)
H (4.49566, 0.07757, 0.08132)
H (3.01573, -0.44900, -0.87437)
H (0.62037, -0.91797, 2.02785)
H (0.34283, 1.06218, 2.09912)
H (-2.86501, 0.96583, 0.42816)
H (-3.42461, -0.16810, -0.85142)
H (-2.76386, -0.83106, 0.72256)
H (-1.44219, 0.99168, -2.33607)
H (-1.39249, -0.83682, -2.26394)
H (0.11992, 0.17178, -2.01719)
H (2.62063, 0.17282, 1.99371)

***

No. 7
The following is a quantum chemistry calculation of C17H42Hg2N2O11 as an isolated structure at a distorted geometry, from the Open Molecules 2025 dataset.

The charge is +2. Its molecular weight is 851.71 g mol⁻¹. The value obtained for the energy above the lowest of the compared OMol25 structures with the same formula, charge and spin is 1.34 kJ/mol. For the energy, the calculation gives -1916.267990 a.u.

Element x y z (Å)
Hg (1.15461, -0.78541, -1.16800)
Hg (-0.67801, 2.38866, 1.98817)
C (-0.83114, 0.02659, 0.58946)
O (0.19994, 0.90827, 0.40377)
O (-0.86118, -1.07024, -0.09741)
O (-1.65756, 0.33025, 1.55684)
C (-1.38879, -2.72599, 3.36534)
C (-1.41174, -3.95651, 2.48630)
O (-1.07641, -3.61394, 1.10059)
O (-2.46320, -1.89367, 3.06634)
H (-0.40433, -2.23564, 3.31008)
H (-1.47260, -3.08547, 4.40020)
H (-2.37976, -4.45597, 2.45616)
H (-0.66277, -4.68073, 2.83679)
H (-1.40431, -2.70428, 0.94036)
H (-2.18251, -1.13676, 2.47046)
C (-1.76771, -0.63227, -3.61917)
C (-3.07745, -0.84195, -2.94028)
O (-3.77702, 0.38582, -2.78077)
O (-0.80957, -0.10596, -2.72070)
H (-1.96623, 0.07546, -4.43735)
H (-1.41242, -1.54730, -4.08545)
H (-2.94136, -1.19391, -1.90721)
H (-3.69301, -1.60547, -3.41848)
H (-3.41173, 1.10630, -3.29995)
H (-1.30979, 0.43736, -2.09062)
C (1.56256, -1.49837, -4.55188)
O (1.29546, -1.97016, -3.24631)
C (1.01489, -3.32774, -3.17430)
C (1.69916, -3.92551, -1.96696)
N (1.49811, -3.10374, -0.77330)
C (2.55588, -3.18204, 0.20374)
C (2.35699, -2.05459, 1.17604)
O (2.75649, -0.84666, 0.47554)
C (3.15337, 0.23491, 1.31942)
H (1.44720, -0.42088, -4.57121)
H (0.81258, -1.90947, -5.23132)
H (2.55454, -1.81970, -4.85437)
H (1.33684, -3.85217, -4.07125)
H (-0.06153, -3.49313, -3.05025)
H (2.76015, -4.11597, -2.11987)
H (1.22413, -4.91001, -1.85141)
H (0.63298, -3.41661, -0.29502)
H (3.52170, -2.95979, -0.27105)
H (2.74176, -4.14368, 0.69542)
H (2.86597, -2.24110, 2.12525)
H (1.29540, -1.90421, 1.43703)
H (4.23110, 0.23008, 1.47857)
H (2.63046, 0.20250, 2.27997)
H (2.84519, 1.16258, 0.83204)
C (-3.90534, 2.59041, 0.63852)
O (-2.55430, 3.08611, 0.65127)
C (-2.20938, 4.12374, -0.33364)
C (-0.69169, 4.00365, -0.52198)
N (-0.04110, 4.32306, 0.79945)
C (1.41801, 4.07588, 0.77053)
C (2.02393, 3.90476, 2.15024)
O (1.37396, 2.89389, 2.89143)
C (1.85159, 2.76381, 4.21673)
H (-4.54803, 3.31894, 1.13552)
H (-3.93479, 1.64718, 1.17565)
H (-4.24438, 2.38483, -0.37825)
H (-2.42758, 5.10749, 0.11250)
H (-2.77705, 3.95331, -1.24643)
H (-0.32543, 4.74471, -1.24602)
H (-0.44470, 3.00438, -0.86300)
H (-0.14293, 5.33588, 0.88579)
H (1.96735, 4.84963, 0.22739)
H (1.55741, 3.18345, 0.14904)
H (1.87757, 4.83444, 2.70027)
H (3.06333, 3.62806, 1.98981)
H (1.71351, 3.66626, 4.81414)
H (2.93953, 2.57655, 4.21522)
H (1.41520, 1.87777, 4.66584)

***

No. 8
The following is a quantum chemistry calculation of H2IOP in the gas phase at a distorted geometry, from the Open Molecules 2025 dataset.

Its molecular weight is 175.89 g mol⁻¹. The value obtained for the energy above the lowest of the compared OMol25 structures with the same formula, charge and spin is 250.31 kJ/mol. For the energy, the calculation gives -715.401976 a.u. As for the SMILES: POI.

Element x y z (Å)
P (0.79540, -0.49429, -0.16945)
O (-0.65322, -0.87419, -0.07994)
I (-2.52255, 0.47874, 0.28350)
H (1.44784, 0.30919, 0.99036)
H (0.93253, 0.58054, -1.02448)